Entry from OMol25: a molecular structure, ArH30O15 in a non-equilibrium geometry (ωB97M-V/def2-TZVPD).

```
46
Properties=species:S:1:pos:R:3:nbo_charge:R:1
Ar 0.007 0.151 0.056 0.000
O -3.176 1.299 -1.160 -0.998
H -3.141 1.364 -0.205 0.475
H -2.908 0.400 -1.348 0.481
O 1.501 -3.324 1.181 -0.972
H 1.466 -2.633 1.842 0.498
H 2.146 -3.015 0.544 0.467
O 2.002 -1.655 -2.814 -0.968
H 1.067 -1.590 -3.005 0.501
H 2.431 -1.255 -3.571 0.477
O -3.557 0.986 1.370 -0.938
H -4.237 1.564 1.717 0.495
H -4.019 0.177 1.149 0.493
O -0.275 -1.164 3.419 -0.952
H -0.515 -0.252 3.257 0.489
H 0.518 -1.112 3.952 0.458
O -0.512 -0.710 -4.067 -0.967
H -0.698 -1.493 -4.585 0.463
H -1.146 -0.740 -3.350 0.494
O 3.561 -0.016 -1.177 -0.984
H 4.375 -0.366 -1.540 0.476
H 2.869 -0.492 -1.636 0.506
O -1.535 -3.460 -0.524 -0.967
H -1.014 -4.000 0.070 0.508
H -2.197 -4.057 -0.873 0.468
O -0.952 3.107 -1.235 -0.975
H -1.507 2.331 -1.154 0.495
H -1.183 3.646 -0.478 0.477
O -2.177 1.063 3.751 -0.963
H -2.774 0.626 4.358 0.466
H -2.585 0.953 2.892 0.482
O 2.840 0.922 1.402 -0.981
H 3.536 1.536 1.633 0.477
H 3.061 0.630 0.518 0.519
O 1.086 2.957 -3.130 -0.970
H 0.610 2.676 -3.912 0.459
H 0.415 3.021 -2.450 0.496
O 1.391 3.258 2.136 -0.956
H 1.753 2.437 1.801 0.485
H 2.097 3.895 2.024 0.458
O 2.912 -1.516 2.827 -0.967
H 2.964 -0.713 2.309 0.496
H 2.708 -1.217 3.713 0.459
O -2.286 -1.045 -1.994 -0.964
H -1.874 -1.656 -1.384 0.522
H -3.048 -1.517 -2.330 0.485
```

**Total charge**: 0
**Calculated total energy**: -45555.0071 eV
**LUMO**: -0.0088 Ha
**2S+1**: 1
**Energy above the lowest of the compared OMol25 structures with the same formula, charge and spin**: 82.7 kJ/mol
**Strongest force on any atom**: 1.17 eV/A